1.
Density functional theory data (ωB97M-V/def2-TZVPD) for 2 unconnected molecules or ions with the total composition C3H2NO6S.

Cartesian coordinates (Å):
C 2.170 1.359 -2.251
C 0.251 -0.413 0.784
C 0.973 0.611 1.000
N 1.963 1.230 1.529
O 3.260 1.669 -2.188
O 2.843 0.305 1.961
O 1.120 1.040 -2.598
O 2.134 2.493 1.609
O 2.413 -2.336 0.627
O 2.703 -0.341 -0.560
S 3.170 -1.060 0.575
H 0.443 -0.991 -0.114
H -0.702 -0.616 1.469

Computed properties:
Total charge: -1
LUMO energy (hartree): 0.12724
Kohn-Sham gap (eV): 7.8
Energy relative to the best compared isomer or geometry (same formula, charge and spin) (eV): 5.041
HOMO (eV): -4.29

2.
Density functional theory data (ωB97M-V/def2-TZVPD) for 2 unconnected molecules or ions with the total composition C3H2NOS.

Cartesian coordinates (Å):
C -0.688 -0.841 0.020
C 0.048 1.161 0.043
C 0.416 -0.040 -0.331
N -1.717 -0.170 0.518
O -1.258 1.137 0.498
S 3.275 -1.435 -0.416
H -0.626 -1.839 -0.286
H 0.549 2.026 -0.046

Computed properties:
Total charge: -1
LUMO energy (alpha / beta) (hartree): 0.09564 / 0.11889
Kohn-Sham gap (alpha / beta) (eV): 6.2 / 6.9
Energy relative to the best compared isomer or geometry (same formula, charge and spin) (eV): 5.117
HOMO (alpha / beta) (eV): -3.58 / -3.62

3.
Density functional theory data (ωB97M-V/def2-TZVPD) for a gas-phase ion, C3H2NOS2 (charge -1).

Cartesian coordinates (Å):
O -1.921 0.146 -1.067
C -0.865 -0.015 -0.482
C 0.054 1.021 -0.238
C 1.202 0.691 0.417
S 1.144 -0.996 0.958
N -0.456 -1.162 0.162
S -1.155 -2.707 0.153
H -0.137 1.947 -0.584
H 2.135 1.077 0.681

Computed properties:
SMILES: O=c1ccsn1[S-]
Total charge: -1
LUMO energy (hartree): 0.11784
Kohn-Sham gap (eV): 5.8
Energy relative to the best compared isomer or geometry (same formula, charge and spin) (eV): 2.279
HOMO (eV): -2.56

4.
Density functional theory data (ωB97M-V/def2-TZVPD) for a gas-phase ion, C3H2NOS2 (charge -1).

Cartesian coordinates (Å):
C -0.736 -0.953 -1.125
C 0.171 1.195 -0.846
C 0.225 -0.083 1.264
N -0.203 0.255 -1.466
O 0.455 2.288 -0.501
S -0.019 0.197 2.945
S -0.561 -1.465 0.605
H -0.370 -1.706 -1.665
H 1.038 0.271 0.789

Computed properties:
Total charge: -1
LUMO energy (alpha / beta) (hartree): 0.12971 / 0.12403
Kohn-Sham gap (alpha / beta) (eV): 6.4 / 5.5
Energy relative to the best compared isomer or geometry (same formula, charge and spin) (eV): 4.083
HOMO (alpha / beta) (eV): -2.92 / -2.16

5.
Density functional theory data (ωB97M-V/def2-TZVPD) for a molecular structure, C3H2NaO4.

Cartesian coordinates (Å):
C -0.605 -0.423 2.402
C 0.268 -1.271 2.878
O 1.141 -1.936 3.291
H -1.274 0.126 3.088
O -0.659 0.674 -0.996
C -0.032 0.726 -2.098
O 1.020 0.000 -2.324
O -0.428 1.486 -3.072
Na 1.155 0.713 -4.434
H -0.587 -0.095 1.266

Computed properties:
Total charge: -1
LUMO energy (hartree): 0.06535
Kohn-Sham gap (eV): 4.3
HOMO (eV): -2.53

6.
Density functional theory data (ωB97M-V/def2-TZVPD) for C3H2O in the gas phase.

Cartesian coordinates (Å):
C 1.425 -0.303 -0.026
C 0.248 -0.233 -0.168
C -1.099 0.217 -0.079
O -1.969 -0.580 -0.011
H 2.470 -0.449 0.180
H -1.076 1.348 0.104

Computed properties:
SMILES: C#CC=O
Total charge: 0
LUMO energy (hartree): 0.00560
Kohn-Sham gap (eV): 10.8
Energy relative to the best compared isomer or geometry (same formula, charge and spin) (eV): 0.336
HOMO (eV): -10.67

7.
Density functional theory data (ωB97M-V/def2-TZVPD) for 2 unconnected molecules or ions with the total composition C3H2O.

Cartesian coordinates (Å):
C 1.963 0.560 0.396
C 2.663 0.320 -0.646
C 1.001 0.161 1.140
O -1.576 -0.315 -0.092
H -2.451 0.060 0.048
H -1.601 -0.786 -0.847

Computed properties:
Total charge: 0
⟨S²⟩: 2.0435
LUMO energy (alpha / beta) (hartree): -0.06261 / -0.16495
Kohn-Sham gap (alpha / beta) (eV): 7.1 / 5.8
Energy relative to the best compared isomer or geometry (same formula, charge and spin) (eV): 5.143
Spin multiplicity: 3
HOMO (alpha / beta) (eV): -8.78 / -10.26

8.
Density functional theory data (ωB97M-V/def2-TZVPD) for 2 unconnected molecules or ions with the total composition C3H2O2.

Cartesian coordinates (Å):
C 1.149 -0.322 0.092
C -1.072 -0.358 -0.644
C -1.016 0.680 0.104
O -0.900 1.825 0.406
O 1.650 -1.300 0.497
H 1.417 0.857 -0.024
H -1.228 -1.382 -0.432

Computed properties:
Total charge: 0
LUMO energy (alpha / beta) (hartree): -0.02057 / -0.02056
Kohn-Sham gap (alpha / beta) (eV): 8.9 / 8.9
Energy relative to the best compared isomer or geometry (same formula, charge and spin) (eV): 2.963
HOMO (alpha / beta) (eV): -9.48 / -9.48

Max |F| for the records above, in order: 4.136, 3.393, 4.222, 5.657, 2.086, 2.328, 4.784, 2.923 eV/Å
M for the records above, in order: 180.117, 100.122, 132.189, 132.189, 125.035, 54.048, 54.048, 70.047 g mol⁻¹
E for the records above, in order: -1019.7964, -643.5368, -1041.9009, -1041.8346, -578.8225, -190.6502, -190.3753, -265.8424 hartree